(1)
C18H39As2N6O2Pd as an isolated structure, computed with the ωB97M-V functional and the def2-TZVPD basis.

Each line ends with the natural charge from an NBO analysis.
Geometry (Å):
Pd: -0.280534 -1.288370 -1.118404  0.405
C: 3.168306 -0.185966 -0.552743  -0.950
As: 2.032854 -1.684428 -1.005780  1.187
C: 2.724586 -2.322631 -2.694148  -0.941
C: 2.414423 -3.023750 0.318490  -0.267
C: 3.677636 -3.238002 0.850726  -0.215
C: 3.849070 -4.228851 1.808994  -0.161
C: 2.771066 -4.998117 2.226787  -0.157
C: 1.508227 -4.792990 1.686679  -0.182
C: 1.332658 -3.799715 0.734291  -0.400
As: -0.347262 -3.460278 -0.129202  1.189
C: -0.713853 -5.004443 -1.231540  -0.943
C: -1.698355 -3.443666 1.251843  -0.948
H: 4.210401 -0.475078 -0.686061  0.262
H: 3.000403 0.081520 0.488326  0.259
H: 2.962174 0.658461 -1.208272  0.236
H: 3.742404 -2.683824 -2.550233  0.261
H: 2.724760 -1.506730 -3.414917  0.254
H: 2.102263 -3.135247 -3.062046  0.254
H: 4.527537 -2.646601 0.533000  0.226
H: 4.828802 -4.401063 2.233312  0.248
H: 2.914697 -5.762741 2.977951  0.249
H: 0.676370 -5.402721 2.017517  0.231
H: -0.651635 -5.908738 -0.627415  0.265
H: 0.014123 -5.064007 -2.038103  0.256
H: -1.716795 -4.924762 -1.648827  0.243
H: -1.680543 -4.387871 1.794900  0.259
H: -2.687330 -3.324089 0.809719  0.230
H: -1.474150 -2.597536 1.900793  0.303
N: -0.081199 0.908587 -1.269845  -0.824
C: -0.054787 1.303208 0.176165  -0.161
C: -0.421761 2.758101 0.448991  -0.409
C: 0.625353 3.777021 0.004435  -0.418
C: 0.278754 5.207745 0.422734  -0.220
N: 0.348636 5.437044 1.868183  -0.563
C: 1.377045 5.966529 2.531600  0.680
N: 2.533238 6.213406 1.921271  -0.760
N: 1.256442 6.231817 3.830309  -0.750
C: -1.036557 0.322574 0.878938  0.745
O: -2.222150 0.392162 0.453250  -0.833
O: -0.542575 -0.462715 1.696592  -0.705
H: 0.707076 1.288344 -1.784110  0.393
H: -0.916526 1.297095 -1.697880  0.389
H: 0.948494 1.098478 0.547389  0.210
H: -0.571058 2.838026 1.530297  0.226
H: -1.392394 2.975425 -0.008801  0.211
H: 0.726623 3.776738 -1.085194  0.215
H: 1.604112 3.506634 0.413882  0.208
H: -0.737651 5.454592 0.114849  0.231
H: 0.916162 5.934506 -0.081716  0.216
H: -0.489714 5.271615 2.401404  0.421
H: 2.659577 6.039180 0.940710  0.425
H: 3.278488 6.689582 2.402379  0.435
H: 0.377941 6.131890 4.310399  0.429
H: 2.016482 6.632970 4.354594  0.433
N: -5.611011 0.651115 -2.190277  -0.666
C: -4.759858 -0.538615 -1.817379  -0.235
C: -3.282201 -0.276257 -2.106557  -0.256
N: -2.464961 -1.361571 -1.546266  -0.837
H: -6.598082 0.473020 -1.982979  0.461
H: -5.545706 0.874699 -3.186802  0.448
H: -5.331631 1.480562 -1.660098  0.449
H: -5.151660 -1.391847 -2.369272  0.235
H: -4.911024 -0.697894 -0.750068  0.246
H: -2.978872 0.634682 -1.589614  0.243
H: -3.097453 -0.198463 -3.179509  0.216
H: -2.649460 -2.230047 -2.041203  0.391
H: -2.738418 -1.457705 -0.566454  0.429

Forces on atoms 1 to 6 (eV/Å):
Pd 0.172 -0.091 -0.345
C -0.005 -0.057 0.015
As 0.258 0.076 0.131
C 0.034 0.007 0.046
C -0.230 -0.082 -0.007
C 0.010 -0.012 0.003

## Properties
net charge: +3
LUMO: -7.6 eV

(2)
C18H39ClFInNNbO4 as an isolated structure, computed with the ωB97M-V functional and the def2-TZVPD basis.

Each line ends with the Löwdin charge.
Geometry (Å):
C: 1.547068 1.249429 3.151049  -0.013
O: 1.113880 0.924841 1.813892  -0.235
C: 0.468305 -0.246058 1.675949  -0.261
Nb: 0.589900 -0.842201 -0.521816  1.795
C: 0.519068 1.321704 -1.177855  -0.163
C: -0.717423 1.920991 -0.570831  -0.246
C: -0.351267 3.250354 0.077344  -0.187
C: -1.584437 4.093460 0.381513  -0.173
C: -2.715833 3.414393 1.145211  -0.257
N: -2.322156 2.536940 2.239889  0.031
C: -1.605821 -1.251348 -0.776630  -0.246
O: -2.145709 -0.402006 -1.786823  -0.165
C: -3.525881 -0.419253 -1.943168  -0.515
C: -4.307317 0.154961 -0.831215  0.042
O: -3.968228 -0.821034 -2.958441  0.202
C: 1.037598 -2.971320 0.036213  -0.205
C: -0.048906 -3.865255 0.630669  -0.496
C: -0.620868 -3.408923 1.941326  -0.035
O: 0.571635 -5.136976 0.792209  -0.007
C: 2.850624 -0.599144 -0.871894  -0.391
C: 3.865382 -0.335044 0.235112  -0.775
C: 4.040446 1.139198 0.576175  -0.088
Cl: 3.647615 -1.353169 1.686362  0.693
C: 0.456994 -1.427220 -2.763810  -0.360
C: -0.068084 -0.503632 -3.800319  -0.053
F: -0.250640 -2.587811 -2.714743  -0.010
H: 2.383950 1.922699 3.070175  0.094
H: 0.735944 1.746489 3.663745  0.101
H: 1.854146 0.357825 3.679511  0.094
H: -0.617617 -0.174237 1.795812  0.083
H: 0.832389 -1.046651 2.309822  0.060
H: 1.421408 1.716457 -0.718757  0.051
H: 0.618270 1.475679 -2.241621  0.072
H: -1.416912 2.084982 -1.381185  0.128
H: -1.259984 1.280301 0.122227  0.080
H: 0.266736 3.805650 -0.617870  0.124
H: 0.234929 3.106582 0.974347  0.099
H: -1.963830 4.503950 -0.544632  0.119
H: -1.231932 4.919555 0.988694  0.120
H: -3.326439 4.204017 1.562938  0.112
H: -3.349734 2.872996 0.456042  0.090
H: -2.378948 1.556926 2.028481  0.042
H: -1.425191 2.765002 2.632896  0.060
H: -1.780393 -2.280371 -1.080606  0.080
H: -2.125279 -1.106065 0.171165  0.067
H: -4.015205 -0.235299 0.134170  0.082
H: -5.344157 -0.091559 -0.987692  0.107
H: -4.175100 1.228083 -0.804625  0.085
H: 1.310119 -3.392120 -0.935345  0.047
H: 1.909729 -3.010028 0.678404  0.020
H: -0.819359 -4.076786 -0.096237  0.135
H: -1.314817 -4.164648 2.281079  0.103
H: -1.169771 -2.476664 1.886731  0.060
H: 0.156739 -3.342200 2.693352  0.094
H: 1.279219 -5.076005 1.441523  0.102
H: 2.997716 0.183930 -1.611713  0.070
H: 3.208342 -1.531619 -1.387141  -0.259
H: 4.828484 -0.664046 -0.133007  0.077
H: 3.287169 1.763471 0.119368  0.064
H: 4.038153 1.284565 1.643517  0.061
H: 5.004157 1.474413 0.222739  0.095
H: 1.488760 -1.711782 -2.997283  0.046
H: -1.026275 -0.086933 -3.528550  0.079
H: -0.187217 -1.052425 -4.728902  0.113
H: 0.631048 0.300934 -3.981237  0.084
In: 3.964837 -2.870970 -2.445708  1.176

Forces on atoms 1 to 6 (eV/Å):
C 0.311 -0.010 -0.059
O 0.032 0.270 -0.538
C -0.621 -0.280 0.710
Nb 0.214 0.085 3.316
C 0.774 0.250 -0.922
C -0.043 -0.382 -0.443

## Properties
net charge: +2
LUMO: -10.0 eV

(3)
A 6-piece molecular cluster, C18H39F2NO13 overall, computed with the ωB97M-V functional and the def2-TZVPD basis.

Each line ends with the Löwdin charge.
Geometry (Å):
N: -0.774078 -0.294457 -0.094473  0.295
H: -1.211961 0.529120 0.355826  0.109
H: -1.626136 -0.738031 -0.598154  0.159
H: -0.171486 -0.639358 0.665234  0.094
H: -0.069393 0.071393 -0.738086  0.093
O: -2.013861 -2.516357 1.397346  -0.480
H: -2.294302 -3.043137 2.077562  -0.208
C: 1.804386 5.331492 -0.831294  -0.097
C: 2.325028 4.188724 -1.521047  -0.288
O: 1.210891 3.226589 -1.280595  0.177
C: 0.336489 3.756666 -0.596341  -0.709
O: -0.585613 3.135543 -0.187740  0.175
O: 0.552423 5.032375 -0.241133  0.106
F: 3.490109 3.824933 -1.048853  0.153
H: 1.526279 6.196332 -1.445042  0.147
H: 2.440903 5.744355 0.053503  0.185
H: 2.176782 4.482830 -2.521587  0.165
C: 1.958611 -3.628255 1.262002  -0.105
C: 0.813918 -3.994687 2.286662  -0.168
O: 1.542629 -4.111209 3.510526  0.162
C: 2.813965 -4.064349 3.284425  -0.593
O: 3.677664 -4.185365 4.095888  0.162
O: 3.074722 -3.739264 1.994073  0.097
F: 0.111387 -5.164477 1.889107  0.015
H: 1.670042 -2.757634 0.769655  0.089
H: 2.030333 -4.154425 0.325108  0.112
H: 0.022747 -3.312088 2.490703  0.109
C: -3.535948 1.282579 2.345499  -0.098
O: -3.446686 1.530160 0.921029  -0.223
C: -4.404381 0.771873 0.192995  -0.157
C: -4.272042 1.099142 -1.341474  -0.248
O: -3.008437 0.916733 -1.568369  -0.143
C: -2.637717 1.467114 -2.820633  -0.161
C: -1.181199 1.101639 -3.192738  -0.121
O: -1.110436 -0.341672 -2.878706  -0.252
C: -1.558626 -1.174986 -3.960635  -0.092
H: -3.235072 2.244285 2.841439  0.088
H: -2.875958 0.263027 2.698708  0.131
H: -4.545864 0.944122 2.751786  0.088
H: -5.336633 0.999996 0.559990  0.096
H: -4.052637 -0.172011 0.393717  0.091
H: -4.581025 2.110449 -1.357678  0.113
H: -4.913606 0.424359 -2.011721  0.162
H: -2.850898 2.535109 -2.813852  0.130
H: -3.212003 1.077571 -3.661219  0.116
H: -0.357698 1.660017 -2.909644  0.069
H: -1.051699 1.184264 -4.402804  0.155
H: -2.687317 -1.322557 -4.098431  0.111
H: -1.163571 -2.196618 -3.905558  0.072
H: -0.969599 -0.701743 -4.846815  0.107
C: 1.619359 -2.951174 -2.116434  -0.088
O: 1.587887 -1.649867 -1.578551  -0.203
C: 2.819886 -1.158897 -1.223661  -0.207
C: 2.939368 0.081246 -0.341844  -0.348
O: 2.366271 -0.167142 0.702488  -0.060
C: 2.580483 0.838801 1.728265  -0.094
C: 1.770900 0.451488 2.939715  -0.146
O: 0.469812 -0.059761 2.644795  -0.195
C: -0.319740 -0.495751 3.639952  -0.152
H: 1.942682 -2.729428 -3.098500  0.078
H: 0.547455 -3.362057 -2.111600  0.127
H: 2.162982 -3.739945 -1.554598  0.084
H: 3.285809 -0.935110 -2.227613  0.134
H: 3.548627 -1.965032 -1.079054  0.129
H: 2.504617 0.991851 -0.753363  0.124
H: 3.985024 0.254509 -0.205763  0.133
H: 2.061056 1.554084 1.493412  0.030
H: 3.495003 1.234243 1.902375  0.121
H: 1.714322 1.314848 3.700861  0.159
H: 2.441637 -0.311293 3.445378  0.144
H: -0.477734 0.218389 4.409489  0.080
H: 0.255882 -1.291508 4.199722  0.108
H: -1.145013 -1.002607 3.196370  0.046

Forces on atoms 1 to 6 (eV/Å):
N -0.884 1.736 -0.049
H 0.044 -0.031 -0.311
H 2.279 -0.247 1.364
H -1.071 -1.540 0.105
H -0.636 -0.194 -0.568
O 1.697 2.813 -2.677

## Properties
LUMO: -0.1 eV